Record 1
8 unconnected molecules or ions with the total composition C32H48O24 at a distorted geometry. Source: OMol25; level of theory: ωB97M-V/def2-TZVPD.

Structure (XYZ):
```
104
Properties=species:S:1:pos:R:3:forces:R:3:mulliken_charge:R:1
C 2.659 -5.405 5.426 -0.1 -0.9 -0.7 -1.53
C 3.001 -4.210 4.551 0.0 0.6 1.8 0.48
C 3.769 -4.404 3.260 0.0 -1.3 0.3 -0.39
O 3.048 -3.637 2.312 1.0 0.6 -1.0 -0.33
C 2.053 -2.990 2.904 -1.5 -0.5 1.1 0.63
O 1.387 -2.105 2.466 0.4 0.0 -0.5 -0.43
O 1.798 -3.586 4.099 0.0 0.5 0.0 -0.31
H 3.496 -6.043 5.721 0.4 0.4 -0.3 0.39
H 2.009 -6.065 4.845 -0.2 0.0 0.2 0.36
H 2.181 -5.141 6.366 -0.2 0.3 -0.2 0.35
H 3.476 -3.483 5.223 0.2 0.1 -0.4 0.20
H 3.712 -5.464 2.991 0.1 0.1 -0.3 0.33
H 4.810 -4.095 3.314 -0.1 0.1 -0.1 0.27
C -7.317 -3.519 -1.326 -0.7 0.4 1.2 -1.42
C -6.571 -2.196 -1.138 0.9 -1.1 -0.6 0.34
C -5.226 -2.024 -1.873 0.3 0.3 1.7 -0.27
O -5.414 -0.843 -2.637 0.0 0.0 -0.8 -0.14
C -6.699 -0.390 -2.547 1.2 -1.7 0.4 0.56
O -7.155 0.483 -3.185 -0.4 1.0 -0.3 -0.52
O -7.357 -1.152 -1.655 -1.1 0.6 0.0 -0.39
H -6.782 -4.458 -1.193 0.6 0.3 -0.1 0.35
H -7.925 -3.576 -2.225 0.2 0.2 -0.2 0.33
H -7.983 -3.467 -0.457 -0.5 -0.5 -0.4 0.38
H -6.440 -2.019 -0.070 0.1 0.0 0.0 0.28
H -4.848 -2.914 -2.377 -0.6 0.2 -0.9 0.30
H -4.446 -1.827 -1.134 0.0 0.3 -0.1 0.23
C 1.030 -5.586 -2.024 -1.2 -1.7 -1.1 -1.63
C 0.705 -4.168 -1.679 2.1 0.4 -0.5 0.54
C 1.843 -3.389 -0.932 -1.6 -1.4 1.0 0.08
O 1.918 -2.165 -1.608 0.3 0.1 0.1 -0.30
C 1.406 -2.329 -2.861 0.8 2.1 0.3 0.76
O 1.559 -1.485 -3.699 -0.4 -0.8 0.1 -0.62
O 0.745 -3.451 -2.942 -1.1 -1.0 -0.6 -0.35
H 1.993 -5.813 -2.480 0.4 0.6 0.5 0.37
H 0.355 -5.890 -2.838 -0.1 0.4 0.0 0.39
H 0.762 -6.368 -1.311 0.4 0.5 0.6 0.39
H -0.286 -4.078 -1.235 0.1 0.3 0.0 0.26
H 2.793 -3.928 -0.926 0.0 0.1 -0.3 0.25
H 1.502 -3.292 0.101 0.4 0.6 0.0 -0.14
C 2.219 4.037 3.265 1.0 -0.3 0.4 -0.83
C 3.493 4.401 2.528 -1.1 1.7 0.4 0.60
C 4.440 5.266 3.353 0.1 -0.2 0.9 -0.51
O 5.677 4.540 3.305 -0.2 0.9 0.3 -0.34
C 5.514 3.407 2.625 0.4 -0.9 -0.5 0.54
O 6.391 2.645 2.366 -0.3 0.1 0.2 -0.54
O 4.216 3.222 2.260 0.4 0.4 -0.5 -0.24
H 1.620 4.914 3.502 -0.2 -0.1 -0.2 0.44
H 2.602 3.617 4.201 -0.5 -0.2 0.1 0.33
H 1.688 3.267 2.710 -0.3 0.2 0.0 -0.20
H 3.261 5.080 1.697 0.0 -1.2 -0.9 0.21
H 4.085 5.380 4.382 0.3 -0.3 0.1 0.27
H 4.553 6.284 2.986 0.3 -0.2 -0.4 0.33
C -1.968 -1.615 -3.590 0.1 -0.3 -1.3 -0.24
C -2.614 -0.614 -4.496 -1.1 1.7 1.0 0.86
C -1.684 0.533 -4.967 -0.4 -1.8 -1.0 -0.06
O -1.746 0.335 -6.394 0.2 0.4 -0.5 -0.42
C -2.556 -0.686 -6.744 0.0 -0.1 0.1 0.55
O -2.714 -1.075 -7.855 0.0 0.1 -0.4 -0.58
O -3.163 -1.231 -5.673 0.8 0.5 0.1 -0.42
H -2.749 -2.176 -3.084 0.4 0.0 0.5 -0.15
H -1.212 -1.121 -2.986 -0.3 -0.2 0.5 -0.51
H -1.446 -2.283 -4.284 0.1 -0.2 0.3 0.52
H -3.452 -0.084 -4.043 -0.1 -0.5 0.4 0.09
H -0.657 0.335 -4.661 0.0 0.4 0.1 0.04
H -2.080 1.512 -4.719 0.3 0.1 0.1 0.27
C 1.361 1.307 6.973 0.5 0.3 -0.4 -1.51
C 0.067 0.785 6.374 0.3 0.2 0.0 0.40
C -0.285 1.295 4.960 1.0 0.7 1.4 0.00
O -0.778 0.147 4.323 -1.3 0.8 -1.3 -0.18
C -0.648 -0.940 5.072 1.0 -0.9 0.5 0.54
O -1.012 -2.041 4.812 -0.2 0.4 -0.1 -0.53
O 0.096 -0.622 6.159 0.1 -0.4 0.8 -0.36
H 1.408 2.399 6.949 -0.4 0.0 0.0 0.36
H 2.236 1.005 6.393 -0.1 -0.3 0.0 0.35
H 1.514 1.032 8.015 -0.2 -0.3 0.0 0.37
H -0.740 0.998 7.081 -0.1 0.0 -0.1 0.23
H 0.589 1.687 4.437 0.1 -0.3 -0.1 0.01
H -0.967 2.134 5.101 -0.6 -0.4 -0.7 0.35
C -0.229 5.899 -6.055 0.1 1.2 0.2 -1.45
C 0.528 5.018 -5.076 -1.3 -0.5 -1.2 0.47
C 1.256 5.549 -3.873 0.6 1.2 -0.8 -0.47
O 0.968 4.628 -2.845 -0.2 -0.7 0.2 -0.29
C -0.135 3.886 -3.200 -0.1 1.1 -0.9 0.61
O -0.738 3.156 -2.495 0.1 -0.3 0.4 -0.45
O -0.499 4.205 -4.472 0.6 -0.8 0.6 -0.32
H -1.180 6.206 -5.617 0.0 0.0 0.1 0.34
H -0.470 5.433 -7.008 0.2 -0.4 0.1 0.36
H 0.304 6.827 -6.285 0.2 -0.1 0.0 0.38
H 1.219 4.406 -5.667 -0.2 -0.4 0.3 0.22
H 0.988 6.567 -3.575 -0.3 -0.1 0.1 0.30
H 2.304 5.579 -4.178 0.2 -0.2 0.8 0.31
C 1.414 1.704 -0.626 0.5 -0.8 0.1 -1.88
C 0.587 0.546 -0.080 -0.3 1.8 1.0 1.03
C -0.163 0.908 1.218 -0.1 -1.2 1.2 0.29
O -1.550 0.690 0.965 -0.6 0.4 -1.4 -0.45
C -1.710 0.337 -0.348 1.1 -0.8 1.5 0.30
O -2.717 -0.014 -0.861 -0.7 0.4 -0.2 -0.53
O -0.506 0.243 -0.926 0.2 -0.4 -1.4 0.10
H 1.825 1.378 -1.584 -0.1 0.3 -0.2 0.43
H 2.281 1.838 0.028 0.0 0.0 0.1 0.41
H 0.882 2.647 -0.698 -0.2 -0.1 -0.2 0.40
H 1.237 -0.309 0.091 -0.3 -0.3 -0.3 -0.11
H -0.048 1.915 1.621 0.2 0.0 -0.3 0.05
H 0.036 0.158 1.988 0.5 0.4 0.1 -0.17
```
Positions in Å, forces in eV/Å.

E_LUMO   0.1250 eV
Kohn-Sham gap   10.0 eV
Structure (SMILES)   C[C@H]1COC(=O)O1.C[C@H]1COC(=O)O1.C[C@H]1COC(=O)O1.C[C@H]1COC(=O)O1.C[C@H]1COC(=O)O1.C[C@H]1COC(=O)O1.C[C@H]1COC(=O)O1.C[C@H]1COC(=O)O1
Largest force on an atom   0.0460 hartree/bohr
Relative energy (zero: lowest compared OMol25 entry of this formula, charge and spin)   2.297 eV
Net charge   0



Record 2
A single C16H16N4O3S molecule at a distorted geometry. Source: OMol25; level of theory: ωB97M-V/def2-TZVPD.

Structure (XYZ):
```
40
Properties=species:S:1:pos:R:3:forces:R:3:mulliken_charge:R:1
C 0.913 -1.703 -1.730 0.0 -0.5 0.1 -0.62
O 0.360 -0.424 -2.026 0.2 0.3 -0.1 -0.25
C -0.957 -0.342 -2.188 -0.1 0.0 -0.1 0.54
O -1.725 -1.262 -2.127 0.0 -0.1 -0.1 -0.60
C -1.338 1.083 -2.567 -0.3 -0.1 0.4 0.64
C -1.276 1.249 -4.080 -0.2 0.0 0.1 -1.60
S -3.045 1.393 -1.995 0.0 0.2 -0.5 -0.37
C -2.874 0.866 -0.342 0.5 0.1 0.0 0.25
N -1.683 0.640 0.113 0.0 0.1 0.0 -0.17
C -1.656 0.188 1.390 -1.0 -0.1 0.4 1.00
C -2.780 -0.040 2.200 0.6 0.1 -0.3 -0.12
C -2.241 -0.552 3.398 0.0 0.1 -0.3 -0.57
N -0.936 -0.628 3.322 0.1 -0.3 0.8 -1.37
N -0.570 -0.172 2.108 -0.8 0.2 -0.3 0.71
C 0.782 -0.126 1.746 0.8 -0.1 -0.1 0.74
C 1.687 -0.945 2.411 -0.2 0.0 0.0 -0.59
C 3.023 -0.914 2.063 0.0 0.1 -0.1 -0.79
C 3.481 -0.074 1.054 0.0 0.0 0.0 0.90
C 4.926 -0.050 0.659 0.0 0.0 0.0 -1.39
C 2.564 0.748 0.408 0.1 -0.2 0.2 -0.85
C 1.225 0.734 0.748 -0.1 0.0 0.1 -0.21
C -4.094 0.251 1.702 0.2 0.1 -0.1 0.01
O -5.169 0.148 2.241 -0.2 -0.1 0.2 -0.67
N -4.018 0.724 0.368 -0.2 0.1 -0.2 -0.09
H 1.646 -1.939 -2.501 0.0 0.0 0.1 0.26
H 1.399 -1.648 -0.756 0.0 0.0 0.0 0.08
H 0.122 -2.455 -1.717 0.1 0.1 0.0 0.39
H -0.676 1.789 -2.063 0.0 -0.1 0.0 0.26
H -1.593 2.251 -4.361 0.0 0.1 -0.1 0.45
H -0.256 1.091 -4.422 0.0 0.0 0.0 0.38
H -1.930 0.527 -4.563 0.0 0.0 -0.1 0.40
H -2.760 -0.858 4.284 -0.1 -0.1 0.2 0.53
H 1.327 -1.590 3.196 0.0 -0.1 0.1 0.49
H 3.721 -1.554 2.582 0.1 -0.1 0.1 0.32
H 5.526 -0.649 1.339 0.1 0.0 0.0 0.35
H 5.305 0.970 0.663 0.1 0.0 0.0 0.35
H 5.048 -0.445 -0.349 0.1 0.0 0.0 0.29
H 2.905 1.414 -0.372 0.0 0.1 -0.1 0.37
H 0.523 1.377 0.245 0.0 0.0 0.0 0.33
H -4.904 0.925 -0.081 0.1 -0.1 0.1 0.23
```
Positions in Å, forces in eV/Å.

E_LUMO   0.4838 eV
Kohn-Sham gap   9.0 eV
Structure (SMILES)   COC(=O)[C@@H](C)Sc1nc2c(cnn2-c2ccc(C)cc2)c(=O)[nH]1
Largest force on an atom   0.0210 hartree/bohr
Relative energy (zero: lowest compared OMol25 entry of this formula, charge and spin)   0.838 eV
Net charge   0



Record 3
A single C4H12N2 molecule at a distorted geometry. Source: OMol25; level of theory: ωB97M-V/def2-TZVPD.

Structure (XYZ):
```
18
Properties=species:S:1:pos:R:3:forces:R:3:mulliken_charge:R:1
C -0.916 -0.303 -2.457 1.2 0.5 1.3 -0.75
N -0.114 -0.781 -1.288 0.7 0.7 -0.3 -0.28
C -0.357 -0.014 -0.077 -1.9 2.7 -1.6 -0.77
C 0.450 -0.272 1.161 1.5 -0.6 -1.9 0.37
C 0.028 0.724 2.210 -0.6 -0.1 1.9 -1.21
N 1.886 -0.120 0.735 0.1 1.6 -1.1 -0.79
H -0.200 0.393 -2.984 -1.4 -0.4 0.2 0.21
H -1.773 0.219 -1.967 0.2 -0.1 -1.2 0.27
H -1.244 -1.111 -3.139 0.2 0.4 0.5 0.32
H -0.158 -1.743 -1.114 -0.4 -1.5 0.1 0.20
H -1.497 -0.048 0.116 1.4 0.4 0.1 0.30
H -0.033 1.087 -0.364 -1.2 -1.7 0.5 0.22
H 0.246 -1.339 1.401 0.4 0.6 0.6 0.30
H 0.605 0.667 3.194 -0.8 -0.5 -1.3 0.35
H 0.171 1.817 1.948 -0.5 -1.3 -0.3 0.29
H -1.072 0.424 2.384 1.5 1.1 0.2 0.30
H 1.991 -0.530 -0.235 -0.3 0.2 1.5 0.35
H 1.987 0.929 0.479 -0.1 -2.0 0.8 0.31
```
Positions in Å, forces in eV/Å.

E_LUMO   1.1124 eV
Kohn-Sham gap   9.9 eV
Structure (SMILES)   CNC[C@H](C)N
Largest force on an atom   0.0713 hartree/bohr
Relative energy (zero: lowest compared OMol25 entry of this formula, charge and spin)   1.527 eV
Net charge   0



Please write out number 2 again, unchanged.
A single C16H16N4O3S molecule at a distorted geometry. Source: OMol25; level of theory: ωB97M-V/def2-TZVPD.

Structure (XYZ):
```
40
Properties=species:S:1:pos:R:3:forces:R:3:mulliken_charge:R:1
C 0.913 -1.703 -1.730 0.0 -0.5 0.1 -0.62
O 0.360 -0.424 -2.026 0.2 0.3 -0.1 -0.25
C -0.957 -0.342 -2.188 -0.1 0.0 -0.1 0.54
O -1.725 -1.262 -2.127 0.0 -0.1 -0.1 -0.60
C -1.338 1.083 -2.567 -0.3 -0.1 0.4 0.64
C -1.276 1.249 -4.080 -0.2 0.0 0.1 -1.60
S -3.045 1.393 -1.995 0.0 0.2 -0.5 -0.37
C -2.874 0.866 -0.342 0.5 0.1 0.0 0.25
N -1.683 0.640 0.113 0.0 0.1 0.0 -0.17
C -1.656 0.188 1.390 -1.0 -0.1 0.4 1.00
C -2.780 -0.040 2.200 0.6 0.1 -0.3 -0.12
C -2.241 -0.552 3.398 0.0 0.1 -0.3 -0.57
N -0.936 -0.628 3.322 0.1 -0.3 0.8 -1.37
N -0.570 -0.172 2.108 -0.8 0.2 -0.3 0.71
C 0.782 -0.126 1.746 0.8 -0.1 -0.1 0.74
C 1.687 -0.945 2.411 -0.2 0.0 0.0 -0.59
C 3.023 -0.914 2.063 0.0 0.1 -0.1 -0.79
C 3.481 -0.074 1.054 0.0 0.0 0.0 0.90
C 4.926 -0.050 0.659 0.0 0.0 0.0 -1.39
C 2.564 0.748 0.408 0.1 -0.2 0.2 -0.85
C 1.225 0.734 0.748 -0.1 0.0 0.1 -0.21
C -4.094 0.251 1.702 0.2 0.1 -0.1 0.01
O -5.169 0.148 2.241 -0.2 -0.1 0.2 -0.67
N -4.018 0.724 0.368 -0.2 0.1 -0.2 -0.09
H 1.646 -1.939 -2.501 0.0 0.0 0.1 0.26
H 1.399 -1.648 -0.756 0.0 0.0 0.0 0.08
H 0.122 -2.455 -1.717 0.1 0.1 0.0 0.39
H -0.676 1.789 -2.063 0.0 -0.1 0.0 0.26
H -1.593 2.251 -4.361 0.0 0.1 -0.1 0.45
H -0.256 1.091 -4.422 0.0 0.0 0.0 0.38
H -1.930 0.527 -4.563 0.0 0.0 -0.1 0.40
H -2.760 -0.858 4.284 -0.1 -0.1 0.2 0.53
H 1.327 -1.590 3.196 0.0 -0.1 0.1 0.49
H 3.721 -1.554 2.582 0.1 -0.1 0.1 0.32
H 5.526 -0.649 1.339 0.1 0.0 0.0 0.35
H 5.305 0.970 0.663 0.1 0.0 0.0 0.35
H 5.048 -0.445 -0.349 0.1 0.0 0.0 0.29
H 2.905 1.414 -0.372 0.0 0.1 -0.1 0.37
H 0.523 1.377 0.245 0.0 0.0 0.0 0.33
H -4.904 0.925 -0.081 0.1 -0.1 0.1 0.23
```
Positions in Å, forces in eV/Å.

E_LUMO   0.4838 eV
Kohn-Sham gap   9.0 eV
Structure (SMILES)   COC(=O)[C@@H](C)Sc1nc2c(cnn2-c2ccc(C)cc2)c(=O)[nH]1
Largest force on an atom   0.0210 hartree/bohr
Relative energy (zero: lowest compared OMol25 entry of this formula, charge and spin)   0.838 eV
Net charge   0